# CH3Cl2FN2OS2

CH3Cl2FN2OS2 in the gas phase (the ωB97M-V functional and the def2-TZVPD basis, the Open Molecules 2025 dataset).

For the HOMO energy, the calculation gives -9.4 eV. As for the energy relative to the best compared isomer or geometry (same formula, charge and spin): 95.2 kcal per mole. The calculation puts the LUMO energy at -1.167 eV.

Geometry as ORCA input:
```
! wB97M-V def2-TZVPD RIJCOSX def2/J DEFGRID3
* xyz 0 1
C 1.4198 0.2638 -0.3150
N 0.0598 -0.3105 0.2292
N -2.2465 0.2860 0.9219
O 2.0344 -0.4057 -1.3484
F 0.3018 -1.7002 0.3150
S -1.4337 1.1487 -1.8059
S -1.5996 -0.2509 -0.5935
Cl -2.1790 -1.0224 2.1771
Cl -1.7138 1.8553 1.4721
H 2.3165 -1.3611 -1.0287
H 1.0009 1.2216 -0.5479
H 2.0394 0.2753 0.5240
*
```

=====

# C19H24ClNSSn

A molecular structure, C19H24ClNSSn (the ωB97M-V functional and the def2-TZVPD basis, the Open Molecules 2025 dataset).

For the HOMO energy (spin up / spin down), the calculation gives -13.4 / -13.5 eV. The calculation puts the LUMO energy (spin up / spin down) at -8.211 / -8.211 eV.

Geometry as ORCA input:
```
! wB97M-V def2-TZVPD RIJCOSX def2/J DEFGRID3
* xyz 2 1
C 4.2223 2.2887 -3.0468
C 3.1365 2.2726 -4.0438
C 4.1862 3.3338 -2.0084
C 4.8991 1.0262 -2.7457
Cl 0.7243 -0.6029 -1.7321
H 4.8996 4.1503 -2.1704
H 4.4651 2.8993 -1.0234
H 3.1793 3.8122 -2.0178
H 3.4342 2.6342 -5.0316
H 2.3163 2.9457 -3.7105
H 2.7748 1.2391 -4.2084
H 5.8740 0.9016 -3.2258
H 4.2880 0.1780 -3.1089
H 5.0952 0.9517 -1.6568
C -2.8884 1.4038 0.5705
C -1.8880 2.2852 1.0684
C -0.8787 2.4412 0.0642
H -1.9570 2.8779 1.9695
C -1.2656 1.6147 -1.0598
C -2.5261 0.9896 -0.7113
H -3.1140 0.3537 -1.3454
H -3.8258 1.1660 1.0753
H -0.0475 3.1487 0.0555
H -0.8096 1.6322 -2.0459
C 0.7413 -2.3412 1.7247
C 0.3053 -1.7864 2.9386
C 0.8926 -0.5125 3.1018
H -0.3458 -2.2967 3.6665
C 1.7472 -0.2472 1.9689
C 1.6900 -1.4290 1.1333
H 2.3626 -1.6453 0.2896
H 0.4896 -3.3301 1.3652
H 0.8384 0.1071 4.0054
H 2.4880 0.5598 1.8520
Sn -0.1873 -0.0178 0.4099
S -1.5610 -2.0945 -0.4921
C -2.8049 -2.4235 0.5982
N -2.9530 -1.7464 1.7956
C -3.9342 -2.0551 2.7010
C -4.8430 -3.0699 2.4118
C -4.7183 -3.7727 1.1970
C -3.7158 -3.4489 0.3123
H -2.2835 -1.0116 2.0552
H -3.9655 -1.5057 3.6425
H -5.6224 -3.3229 3.1197
H -5.3854 -4.5943 0.9211
H -3.5292 -3.9588 -0.6291
*
```

=====

# C4H10N2O2

2 unconnected molecules or ions with the total composition C4H10N2O2 (the ωB97M-V functional and the def2-TZVPD basis, the Open Molecules 2025 dataset).

For the HOMO energy, the calculation gives -9.1 eV. As for the energy relative to the best compared isomer or geometry (same formula, charge and spin): 78.2 kcal per mole. The calculation puts the LUMO energy at 0.759 eV.

Geometry as ORCA input:
```
! wB97M-V def2-TZVPD RIJCOSX def2/J DEFGRID3
* xyz 0 1
C 1.3342 -1.1831 0.0132
N 0.4933 -1.4228 1.1694
O 1.2242 -1.1512 2.3628
C -0.8288 -1.0463 1.2607
N -1.5459 -1.0811 0.1104
O -1.3454 -0.6854 2.3157
H 0.8245 -1.4822 -0.9056
H 2.2594 -1.7561 0.1205
H 1.5680 -0.1162 -0.0395
H 0.5200 -0.8181 2.9617
H -2.5336 -0.9089 0.2501
H -1.3343 -1.8272 -0.5360
C 0.3379 2.4982 -1.0838
C -0.5480 1.9924 -1.9461
H 0.1193 2.5426 -0.0207
H 1.2969 2.8786 -1.4212
H -1.5071 1.6171 -1.6023
H -0.3346 1.9494 -3.0093
*
```

=====

# C2H7NO3

3 unconnected molecules or ions with the total composition C2H7NO3 (the ωB97M-V functional and the def2-TZVPD basis, the Open Molecules 2025 dataset).

For the HOMO energy (spin up / spin down), the calculation gives -7.3 / -7.2 eV. As for the energy relative to the best compared isomer or geometry (same formula, charge and spin): 213.4 kcal per mole. The calculation puts the LUMO energy (spin up / spin down) at -0.321 / -0.330 eV.

Geometry as ORCA input:
```
! wB97M-V def2-TZVPD RIJCOSX def2/J DEFGRID3
* xyz 0 1
C -0.2246 -0.4361 -0.2538
C 1.6935 0.0681 0.4679
N -0.1732 0.8732 -0.3899
O -2.1765 0.0969 -0.9201
O -2.8979 0.0820 0.3364
O 2.6049 -0.0169 -0.5286
H -3.6231 0.6913 0.1461
H 2.6511 -0.9149 -0.8777
H -0.6392 1.3068 0.4112
H -0.7012 -0.9506 0.5780
H 0.1286 -1.0439 -1.0811
H 1.7425 1.0266 0.9657
H 1.6151 -0.7826 1.1458
*
```

=====

# C6H39N2O11

12 unconnected molecules or ions with the total composition C6H39N2O11 (the ωB97M-V functional and the def2-TZVPD basis, the Open Molecules 2025 dataset).

For the HOMO energy (spin up / spin down), the calculation gives -1.9 / -9.6 eV. As for the energy relative to the best compared isomer or geometry (same formula, charge and spin): 8.1 kcal per mole. The calculation puts the LUMO energy (spin up / spin down) at 0.041 / 0.164 eV.

Geometry as ORCA input:
```
! wB97M-V def2-TZVPD RIJCOSX def2/J DEFGRID3
* xyz 0 2
N 0.3409 1.0755 2.4747
C 0.1686 0.3114 1.1545
C -1.1413 -0.4287 1.2867
C -1.5885 -1.0074 -0.0597
C -2.9075 -1.7389 0.2200
C 1.4249 -0.4910 0.8068
N 1.7580 -0.3910 -0.6321
C 3.1565 -0.9159 -0.8058
H -0.4164 0.8241 3.1718
H 0.2000 2.0352 2.1747
H 1.2414 0.9087 2.9123
H -0.0018 1.0727 0.3334
H -1.0949 -1.3475 1.8991
H -1.8835 0.2108 1.8262
H -0.7964 -1.6389 -0.5328
H -1.6960 -0.2168 -0.8037
H -2.6094 -2.7374 0.5114
H -3.4064 -1.1796 1.0444
H -3.6501 -1.8780 -0.5323
H 2.3478 -0.3691 1.3413
H 1.1089 -1.5622 0.9259
H 1.7012 0.5782 -0.9570
H 3.3323 -0.7389 -1.8739
H 3.0320 -2.0175 -0.7292
H 3.8708 -0.4525 -0.1168
H -0.8284 1.0761 -2.0302
H -0.8371 1.9168 -3.2741
O -0.3686 1.8327 -2.4329
H 1.5390 1.4836 -3.2999
H 2.8186 1.5914 -4.0920
O 2.2896 0.9395 -3.6105
H -1.2175 3.2346 -0.0633
H -2.4707 2.5567 0.3775
O -1.5388 2.7230 0.6868
H 0.3021 4.4013 -1.1280
H 1.5227 3.5955 -1.2690
O 1.1683 4.3067 -0.7144
H 0.4161 -3.0133 3.0312
H 1.3656 -3.1365 4.0758
O 0.9160 -2.4125 3.5858
H 0.9500 -1.4906 -2.1964
H 1.6753 -1.2456 -3.5234
O 0.8234 -1.5435 -3.1744
H -0.4780 -3.9289 0.8653
H 0.5451 -5.2436 0.9913
O 0.3269 -4.3042 1.2386
H 2.3164 3.7302 2.9810
H 1.6754 3.5436 1.5852
O 2.1099 3.0854 2.3020
H -2.0672 -0.7601 -4.2227
H -0.6493 -1.0190 -3.4715
O -1.4984 -0.4963 -3.4954
H -0.2795 -0.7509 4.2601
H -1.7805 -0.7375 4.2094
O -1.0218 -0.1262 4.2877
H -2.6510 0.5108 -2.5377
H -4.1796 0.6553 -2.6290
O -3.3852 1.1205 -2.3526
*
```

=====

# C2H13NO3S

A molecular structure, C2H13NO3S (the ωB97M-V functional and the def2-TZVPD basis, the Open Molecules 2025 dataset).

For the HOMO energy, the calculation gives -9.4 eV. As for the energy relative to the best compared isomer or geometry (same formula, charge and spin): 127.1 kcal per mole. The calculation puts the LUMO energy at -2.311 eV.

Geometry as ORCA input:
```
! wB97M-V def2-TZVPD RIJCOSX def2/J DEFGRID3
* xyz 0 1
C 0.4345 1.0393 1.3813
C -0.6512 0.3444 0.5193
S -0.8351 0.7058 -1.0990
N 0.0603 0.6415 2.6767
H 1.7410 -2.5280 -1.1155
H 1.3266 0.4875 1.0519
H -0.3064 -0.8324 0.7234
H -1.5888 0.4690 1.1103
H 2.3201 -2.5539 -0.6775
H 0.7431 0.9807 3.3171
H 0.5411 2.1259 1.2829
H 0.3989 -2.2345 0.9708
H 0.0912 -0.3578 2.4675
O 0.5115 -1.3183 1.1480
H -3.4553 0.0041 -3.0076
H -3.3865 1.1521 -2.1035
O -3.8038 0.9091 -2.9945
H 2.3545 0.5735 -2.4816
H 1.2684 0.2358 -1.5416
O 2.2361 0.1564 -1.6282
*
```

=====

# C2Br3ClF2

A molecular structure, C2Br3ClF2 (the ωB97M-V functional and the def2-TZVPD basis, the Open Molecules 2025 dataset).

For the HOMO energy, the calculation gives -10.6 eV. As for the energy relative to the best compared isomer or geometry (same formula, charge and spin): 3.2 kcal per mole. The calculation puts the LUMO energy at 0.073 eV.

Geometry as ORCA input:
```
! wB97M-V def2-TZVPD RIJCOSX def2/J DEFGRID3
* xyz 0 1
C -0.3837 0.5299 0.4712
C 0.3252 -0.3162 -0.6128
F -1.6623 0.0491 0.5224
F -0.4429 1.8559 0.2975
Cl 0.1671 -2.0150 -0.0401
Br 0.1740 0.0801 2.3242
Br -0.3855 -0.2017 -2.3015
Br 2.2081 0.0179 -0.6608
*
```

=====

# C15H23BCl15F5N2O3

6 unconnected molecules or ions with the total composition C15H23BCl15F5N2O3 (the ωB97M-V functional and the def2-TZVPD basis, the Open Molecules 2025 dataset).

For the HOMO energy, the calculation gives -9.2 eV. The calculation puts the LUMO energy at 0.229 eV.

Geometry as ORCA input:
```
! wB97M-V def2-TZVPD RIJCOSX def2/J DEFGRID3
* xyz 0 1
N -4.9945 -2.9178 -4.1113
B -3.9945 -3.9590 -4.0069
O -4.3062 -5.1909 -4.5457
C -2.5641 -3.7793 -3.2889
C -1.8050 -5.1107 -3.2706
C -0.5682 -5.0117 -2.4276
O -0.5325 -5.4165 -1.2881
O -1.7064 -2.8422 -3.9485
C -2.0728 -1.4835 -3.8388
C -0.9047 -0.6288 -3.2967
N -0.2146 -1.2861 -2.1947
C -1.4855 0.7247 -2.8819
C -0.5600 1.6650 -2.0664
C -1.1983 2.1102 -0.7366
C -1.2315 1.0364 0.3407
F -2.3601 0.2802 0.2031
F -0.1488 0.2344 0.3115
C -1.2596 1.6598 1.7527
F -1.3055 0.7332 2.7229
F -2.2991 2.4685 1.9045
F -0.1197 2.3376 1.9451
H -5.1218 -2.5428 -5.0412
H -4.8974 -2.1681 -3.4418
H -5.2078 -5.4226 -4.2936
H -2.7114 -3.4969 -2.2324
H -1.5249 -5.3386 -4.3024
H -2.4245 -5.9029 -2.8546
H 0.3457 -4.5643 -2.8540
H -2.9217 -1.3335 -3.1660
H -2.3518 -1.1033 -4.8296
H -0.1573 -0.4960 -4.0820
H -0.8431 -1.5500 -1.4454
H 0.2608 -2.1109 -2.5334
H -1.7730 1.2497 -3.7974
H -2.4145 0.5754 -2.3250
H 0.4276 1.2392 -1.9075
H -0.4517 2.5891 -2.6371
H -2.2263 2.4076 -0.9489
H -0.6726 2.9900 -0.3643
Cl 2.5250 -0.0304 -7.1055
C 2.9845 0.9772 -5.7331
Cl 2.6858 2.6812 -6.0763
Cl 2.1294 0.4732 -4.2748
H 4.0450 0.8501 -5.5632
Cl 1.7120 2.7547 5.8107
C 1.0008 1.1953 5.3868
Cl 2.2344 0.0975 4.7692
Cl 0.1703 0.4853 6.7714
H 0.2706 1.3603 4.6066
Cl 5.0848 3.7129 4.1182
C 5.3432 4.6260 5.5999
Cl 6.5291 3.8234 6.6322
Cl 5.8457 6.2792 5.2423
H 4.4060 4.6680 6.1386
Cl 9.9551 6.7253 9.5749
C 9.2402 5.1713 9.1456
Cl 10.4690 4.0648 8.5310
Cl 8.3993 4.4657 10.5269
H 8.5152 5.3396 8.3599
Cl -3.3223 -0.9702 2.8058
C -4.6024 -2.1701 2.6919
Cl -5.8926 -1.8429 3.8501
Cl -5.2480 -2.2427 1.0452
H -4.1826 -3.1395 2.9241
*
```

=====

# C3H8N2O

A molecular structure, C3H8N2O (the ωB97M-V functional and the def2-TZVPD basis, the Open Molecules 2025 dataset).

For the HOMO energy, the calculation gives -8.3 eV. As for the energy relative to the best compared isomer or geometry (same formula, charge and spin): 113.1 kcal per mole. The calculation puts the LUMO energy at 0.284 eV.

Geometry as ORCA input:
```
! wB97M-V def2-TZVPD RIJCOSX def2/J DEFGRID3
* xyz 0 1
C -1.3495 -0.7537 0.8355
C -0.1699 1.4464 0.0027
C -0.1076 -0.0022 0.3459
N 2.0199 -0.5314 -0.6264
O -1.6588 -1.6553 -0.1451
N 0.6997 -0.7835 -0.3003
H -0.2393 -1.6383 -0.7418
H 2.3729 0.3876 -0.3849
H 2.1799 -0.6752 -1.6174
H -1.0517 -1.2847 1.7679
H -2.1148 0.0094 1.0932
H 0.5963 1.7870 -0.6945
H -0.0406 2.0269 0.9189
H -1.1365 1.6669 -0.4537
*
```

=====

# C38H24BrF5NO4P2S2SeTi

A molecular structure, C38H24BrF5NO4P2S2SeTi (the ωB97M-V functional and the def2-TZVPD basis, the Open Molecules 2025 dataset).

For the HOMO energy (spin up / spin down), the calculation gives -2.4 / -2.4 eV. As for the energy relative to the best compared isomer or geometry (same formula, charge and spin): 42.7 kcal per mole. The calculation puts the LUMO energy (spin up / spin down) at 4.022 / 3.889 eV.

Geometry as ORCA input:
```
! wB97M-V def2-TZVPD RIJCOSX def2/J DEFGRID3
* xyz -2 2
Ti 0.7564 -1.6739 0.2619
O -3.3887 -2.5816 0.3496
C -2.1274 -2.3282 0.5324
O -1.2509 -2.2700 -0.3291
C -1.7214 -2.0307 1.9376
C -2.5129 -2.0634 3.0702
C -1.8855 -1.8804 4.2986
C -0.5100 -1.7153 4.3658
C 0.2067 -1.7033 3.1810
N -0.4150 -1.8244 2.0196
C 1.7199 -1.6836 3.0328
O 2.4190 -1.5992 4.0243
O 2.0775 -1.8363 1.8053
H -3.5641 -3.2580 -0.4345
H -3.5731 -2.2525 2.9843
H -2.4734 -1.8960 5.2081
H 0.0218 -1.6034 5.3001
S 2.8894 0.8681 0.5553
P 0.9959 1.4354 0.4726
C -0.1901 0.3806 -0.1937
P -0.1285 0.2339 -1.9060
S 1.4786 -0.7222 -2.5799
C -0.5264 1.7932 -2.8067
C -1.3547 2.7634 -2.2528
C -1.7001 3.8903 -2.9824
C -1.2254 4.0572 -4.2773
C -0.3984 3.0930 -4.8355
C -0.0489 1.9683 -4.1003
C -1.6359 -0.6445 -2.5011
C -1.5524 -1.7393 -3.3480
C -2.7052 -2.3749 -3.7898
C -3.9506 -1.9116 -3.3993
C -4.0418 -0.8146 -2.5516
C -2.8904 -0.1884 -2.1026
C 0.4078 1.7582 2.1921
C -0.8856 1.4280 2.5785
C -1.3269 1.6929 3.8706
C -0.4776 2.2976 4.7847
C 0.8184 2.6313 4.4047
C 1.2577 2.3582 3.1191
C 0.9614 3.1485 -0.2040
C 0.1603 4.1543 0.3271
C 0.1539 5.4246 -0.2354
C 0.9381 5.6963 -1.3466
C 1.7382 4.6961 -1.8851
C 1.7599 3.4359 -1.3089
H -1.7057 2.6367 -1.2362
H -2.3300 4.6488 -2.5325
H -1.4927 4.9416 -4.8443
H -0.0186 3.2188 -5.8429
H 0.6106 1.2161 -4.5193
H -0.5756 -2.1177 -3.6210
H -2.6247 -3.2669 -4.3964
H -4.8465 -2.4291 -3.7202
H -5.0118 -0.4604 -2.2210
H -2.9639 0.6456 -1.4146
H -1.5320 0.9674 1.8392
H -2.3352 1.4199 4.1613
H -0.8183 2.5027 5.7932
H 1.4909 3.0922 5.1186
H 2.2769 2.5799 2.8238
H -0.4709 3.9458 1.1828
H -0.4717 6.1997 0.1927
H 0.9260 6.6836 -1.7938
H 2.3459 4.8977 -2.7592
H 2.3932 2.6528 -1.7116
F 6.7696 -4.9215 0.8800
C 5.4456 -4.7804 0.6893
C 4.5720 -5.7710 1.0933
F 5.0576 -6.8826 1.6777
C 3.2121 -5.6168 0.8939
F 2.4220 -6.6215 1.3043
C 2.6637 -4.4905 0.2904
Se 0.8061 -4.3516 -0.1144
C 3.5778 -3.5160 -0.0876
F 3.1356 -2.3905 -0.6792
C 4.9406 -3.6392 0.0937
F 5.7825 -2.6754 -0.3007
Br -3.5306 -4.9280 -1.5454
*
```

=====

# C4H7NO2S

C4H7NO2S in the gas phase (the ωB97M-V functional and the def2-TZVPD basis, the Open Molecules 2025 dataset).

For the HOMO energy, the calculation gives -8.5 eV. As for the energy relative to the best compared isomer or geometry (same formula, charge and spin): 128.8 kcal per mole. The calculation puts the LUMO energy at -0.065 eV.

Geometry as ORCA input:
```
! wB97M-V def2-TZVPD RIJCOSX def2/J DEFGRID3
* xyz 0 1
O -1.4878 -1.0146 -0.1905
C -1.6767 -0.0163 0.7098
C -0.3691 0.3255 1.3522
S -0.4590 1.0851 2.7085
C 0.9064 -0.3327 0.8676
C 1.6028 0.0950 -0.4937
N 0.5530 0.1079 -1.4313
O 1.0233 0.5534 -2.6909
H -1.2191 -0.5520 -1.0150
H -1.9764 0.9880 0.1619
H -2.5069 -0.3207 1.4560
H 0.7036 -1.3976 0.7874
H 1.7405 -0.1716 1.5382
H 2.7183 0.6491 -0.5361
H 0.4470 0.0014 -3.2241
*
```

=====

# CH4NOP

2 unconnected molecules or ions with the total composition CH4NOP (the ωB97M-V functional and the def2-TZVPD basis, the Open Molecules 2025 dataset).

For the HOMO energy, the calculation gives -10.2 eV. As for the energy relative to the best compared isomer or geometry (same formula, charge and spin): 107.7 kcal per mole. The calculation puts the LUMO energy at 0.770 eV.

Geometry as ORCA input:
```
! wB97M-V def2-TZVPD RIJCOSX def2/J DEFGRID3
* xyz 0 1
C -1.0977 -0.3620 -0.7211
N -2.2785 -0.5299 -0.7304
O -3.4034 -0.7309 -0.5402
H -0.2671 -0.4576 -1.2594
P 2.2627 0.8577 0.6934
H 2.1514 -0.5108 0.5507
H 1.5629 0.7989 1.9541
H 1.0697 0.9347 0.0530
*
```

=====

Q: Which formula does entry 11 have?
A: C4H7NO2S